Molecular formula: C39H39As2N3O6V
Method: DFT, ωB97M-V with the def2-TZVPD basis set

Each line ends with the Löwdin charge.
Cartesian coordinates (Å):
V: 0.100457 -0.004984 -0.203321  0.82
O: 3.479438 -0.113055 4.890876  0.14
C: 2.726674 -0.022625 3.801267  -0.25
C: 2.519130 1.173674 3.100060  0.12
C: 1.713530 1.124048 1.986829  -0.13
N: 1.157070 0.002387 1.564809  0.06
C: 1.325370 -1.129445 2.236895  -0.14
C: 2.104159 -1.205635 3.362628  0.13
C: 0.532882 -2.226374 1.594513  -0.50
O: 0.563080 -3.378543 1.906977  0.17
O: -0.204345 -1.737734 0.581245  -0.26
C: 1.289292 2.267835 1.113554  -0.49
O: 1.772138 3.360166 1.145245  0.17
O: 0.304885 1.883659 0.285558  -0.26
H: 3.861917 0.736545 5.145448  0.14
H: 2.954214 2.113470 3.412488  0.15
H: 2.225521 -2.133916 3.902053  0.15
C: -1.835968 -0.721402 -3.479416  -0.35
C: -1.579459 0.780268 -3.544587  -0.37
As: -1.239936 1.617465 -1.813373  1.32
C: -2.953077 2.121296 -1.103232  -0.38
C: -4.138206 1.671888 -1.673346  -0.10
C: -5.350404 2.090425 -1.144098  -0.06
C: -5.371832 2.944712 -0.050916  -0.05
C: -4.185053 3.396000 0.510906  -0.05
C: -2.968000 2.991449 -0.017042  -0.09
C: -0.552164 3.347879 -2.343579  -0.34
C: -1.403009 4.045365 -3.203896  -0.10
C: -1.030771 5.290445 -3.685195  -0.05
C: 0.181431 5.847458 -3.302752  -0.05
C: 1.016466 5.161294 -2.435491  -0.05
C: 0.655577 3.910336 -1.952298  -0.10
As: -1.356992 -1.467681 -1.732056  1.32
C: -2.967890 -1.369887 -0.677607  -0.37
C: -4.098843 -2.071651 -1.077263  -0.09
C: -5.260203 -1.994519 -0.320953  -0.05
C: -5.287699 -1.226149 0.833210  -0.05
C: -4.157436 -0.528814 1.241790  -0.05
C: -3.001436 -0.607992 0.485168  -0.13
C: -1.125263 -3.357619 -2.033839  -0.35
C: -1.176721 -4.242431 -0.956297  -0.10
C: -1.059514 -5.604665 -1.183029  -0.04
C: -0.900511 -6.092743 -2.472716  -0.05
C: -0.863765 -5.215988 -3.545219  -0.06
C: -0.976271 -3.848057 -3.330679  -0.12
H: -1.239669 -1.228367 -4.237172  0.06
H: -2.882310 -0.981579 -3.655048  0.09
H: -2.389921 1.321448 -4.035227  0.08
H: -0.668962 0.991302 -4.112383  0.07
H: -4.134750 0.998700 -2.522381  0.10
H: -6.276398 1.751525 -1.588352  0.12
H: -6.318606 3.271313 0.357223  0.12
H: -4.206709 4.076811 1.350971  0.12
H: -2.040887 3.365998 0.404099  0.11
H: -2.370560 3.642831 -3.484276  0.10
H: -1.694901 5.828050 -4.347957  0.12
H: 0.465986 6.823205 -3.670496  0.12
H: 1.949899 5.603555 -2.115929  0.12
H: 1.306641 3.413605 -1.251190  0.08
H: -4.079159 -2.693162 -1.967094  0.12
H: -6.139210 -2.543124 -0.629260  0.12
H: -6.192799 -1.174652 1.422926  0.12
H: -4.179495 0.070281 2.141286  0.12
H: -2.130744 -0.039961 0.834437  0.08
H: -1.311873 -3.881637 0.053283  0.10
H: -1.100619 -6.286163 -0.344560  0.12
H: -0.818845 -7.157154 -2.642641  0.12
H: -0.758221 -5.592081 -4.553260  0.12
H: -0.954709 -3.192747 -4.190260  0.09
C: 2.309893 -2.959297 -0.983538  0.03
N: 2.152400 -2.217567 -2.237288  -0.04
C: 2.477538 -2.898940 -3.494251  -0.12
C: 3.632550 -2.170084 -4.154847  -0.12
C: 3.195170 -0.747145 -4.437487  -0.11
N: 2.407466 -0.182611 -3.323656  -0.04
C: 2.221548 1.259919 -3.383642  0.00
C: 2.069325 -0.886565 -2.250018  -0.40
O: 1.654157 -0.269826 -1.180386  -0.13
H: 1.403821 -3.508476 -0.729669  0.08
H: 3.134163 -3.660189 -1.107875  0.11
H: 2.565704 -2.271752 -0.180937  0.10
H: 1.592531 -2.899620 -4.136786  0.12
H: 2.712020 -3.933781 -3.259309  0.14
H: 3.923456 -2.653818 -5.086019  0.13
H: 4.497361 -2.185691 -3.488717  0.13
H: 2.575903 -0.692957 -5.336245  0.14
H: 4.052350 -0.088972 -4.586898  0.14
H: 3.150929 1.775336 -3.135755  0.12
H: 1.452164 1.575080 -2.689390  0.04
H: 1.925410 1.532299 -4.396040  0.11

Forces on atoms 1 to 3 (eV/Å):
V 0.32 0.21 0.22
O -0.03 -0.01 -0.04
C 0.00 -0.06 0.02

Computed properties:
Charge   +2
Kohn-Sham gap (alpha / beta)   6.81 / 7.77 eV
2S+1   2
F_max   0.4 eV/Å
HOMO level (alpha / beta)   -13.868 / -13.812 eV
Total energy   -205185.6830 eV

=====

Molecular formula: C39H39AuBBrF8N2P
Method: DFT, ωB97M-V with the def2-TZVPD basis set

Each line ends with the Löwdin charge.
Cartesian coordinates (Å):
Au: 0.253190 0.421027 -0.234637  1.03
C: -3.782968 1.117885 1.581467  -0.07
C: -3.199817 2.317832 2.323966  -0.35
C: -2.390817 1.877512 3.546798  -0.06
C: -2.426387 3.344695 1.503357  -0.13
C: -2.536689 4.663070 1.937099  -0.04
C: -1.933869 5.715709 1.270587  -0.04
C: -1.195151 5.476940 0.124503  -0.02
C: -1.041874 4.187873 -0.362271  -0.13
C: -0.257122 3.965794 -1.642070  -0.38
C: 1.055331 4.750151 -1.661790  -0.05
C: -1.110756 4.320674 -2.862964  -0.04
C: -1.663215 3.130272 0.341092  -0.18
N: -1.542267 1.831428 -0.220322  0.02
C: -2.310339 1.540071 -1.245263  -0.09
C: -2.065917 0.449021 -2.056685  -0.30
C: -2.752914 -0.000554 -3.217896  0.02
C: -1.955789 -0.953958 -3.770382  0.01
C: -0.780927 -1.080278 -2.934352  -0.19
N: -0.891085 -0.237535 -1.903784  0.01
C: 0.363526 -1.986620 -3.250184  -0.54
C: -0.180973 -3.408376 -3.481522  -0.02
C: 1.392638 -2.022268 -2.141428  -0.06
C: 0.998171 -1.463343 -4.552968  -0.02
H: -4.422192 0.558634 2.264981  0.09
H: -3.016409 0.434020 1.221531  0.01
H: -4.400531 1.429203 0.737441  0.08
H: -4.057380 2.880797 2.702345  0.14
H: -2.972911 1.190246 4.160753  0.09
H: -1.481841 1.356739 3.249518  0.02
H: -2.110417 2.733032 4.163373  0.09
H: -3.139555 4.862970 2.814740  0.13
H: -2.055135 6.726403 1.637272  0.12
H: -0.739384 6.304470 -0.401334  0.12
H: 0.005060 2.906664 -1.714371  0.10
H: 0.883409 5.823601 -1.742107  0.08
H: 1.651891 4.455312 -2.526169  0.09
H: 1.637948 4.567759 -0.758841  0.06
H: -1.390664 5.375346 -2.838019  0.09
H: -2.032444 3.740259 -2.904274  0.07
H: -0.554079 4.140476 -3.782948  0.09
H: -3.136889 2.196801 -1.498110  0.16
H: -3.698925 0.372529 -3.573877  0.12
H: -2.138121 -1.531261 -4.660492  0.12
H: -0.699324 -3.779558 -2.597800  0.10
H: 0.659459 -4.073334 -3.679787  0.10
H: -0.855530 -3.456783 -4.334882  0.08
H: 0.971694 -2.429706 -1.227625  0.07
H: 1.818318 -1.031181 -1.938998  0.07
H: 2.228148 -2.663820 -2.421951  0.11
H: 0.279045 -1.410563 -5.369512  0.08
H: 1.796136 -2.146416 -4.847584  0.10
H: 1.431916 -0.473064 -4.406074  0.09
F: 1.470377 -1.677151 6.592556  0.17
C: 1.495503 -1.059277 5.429104  -0.11
C: 2.477110 -0.125352 5.160262  -0.12
F: 3.401935 0.156393 6.062734  0.16
C: 2.483386 0.505425 3.928309  -0.21
F: 3.448067 1.399058 3.695648  0.12
C: 1.545192 0.225966 2.943705  -0.28
P: 1.761229 1.105814 1.379257  1.04
C: 1.741194 2.847391 1.839247  -0.33
C: 0.649346 3.322134 2.564186  -0.08
C: 0.648138 4.618512 3.047123  -0.06
C: 1.735484 5.448011 2.808424  -0.04
C: 2.826448 4.978104 2.090124  -0.05
C: 2.836269 3.680183 1.607350  -0.08
C: 3.349739 0.755780 0.632311  -0.36
C: 4.264309 -0.134941 1.184037  -0.06
C: 5.448667 -0.388622 0.514967  -0.03
C: 5.711812 0.224625 -0.702356  -0.04
C: 4.787339 1.095352 -1.266720  -0.06
C: 3.600980 1.356279 -0.605314  -0.12
C: 0.542578 -0.706357 3.242216  -0.54
Br: -0.864901 -1.194229 2.089651  0.99
C: 0.528932 -1.337386 4.471158  -0.25
F: -0.406720 -2.225545 4.771756  0.11
H: -0.187862 2.672364 2.778748  0.07
H: -0.195284 4.975572 3.620434  0.11
H: 1.739970 6.457576 3.197154  0.12
H: 3.681289 5.617828 1.918405  0.12
H: 3.709732 3.310760 1.088592  0.11
H: 4.041605 -0.670296 2.096644  0.11
H: 6.155358 -1.090098 0.935042  0.12
H: 6.634426 0.008721 -1.223654  0.12
H: 4.989064 1.564402 -2.219846  0.11
H: 2.877656 2.037691 -1.043722  0.10
F: 3.321216 -2.893952 0.173746  0.17
B: 2.231407 -2.697499 0.986017  -1.27
F: 1.681023 -1.339592 0.628303  -0.14
F: 2.569071 -2.593483 2.326478  0.15
F: 1.209858 -3.591482 0.758445  0.15

Forces on atoms 1 to 3 (eV/Å):
Au -0.91 -0.03 -0.42
C 0.03 -0.06 -0.01
C -0.01 -0.04 -0.04

Computed properties:
Charge   +1
Kohn-Sham gap (alpha / beta)   4.75 / 4.75 eV
F_max   1.5 eV/Å
HOMO level (alpha / beta)   -11.204 / -11.201 eV
Total energy   -149494.6089 eV

=====

Among the records above, which one has the lowest F_max? C39H39As2N3O6V